Entry 1:
{"formula": "C13H7Cl2IrN3O3Ti", "method": "wB97M-V/def2-TZVPD", "species": ["Ir", "Ti", "Cl", "Cl", "C", "C", "C", "O", "O", "O", "N", "C", "C", "C", "C", "C", "C", "C", "N", "C", "C", "N", "C", "H", "H", "H", "H", "H", "H", "H"], "coordinates": [[-3.059, -0.465, -1.146], [-0.772, -0.023, -0.571], [0.255, -0.545, -2.427], [-2.518, -0.378, 1.124], [-0.625, 1.956, -0.387], [-3.110, -0.735, -2.984], [-4.633, 0.404, -0.588], [-0.448, 3.081, -0.119], [-3.196, -0.896, -4.138], [-5.607, 0.884, -0.177], [9.379, -0.578, 3.268], [8.234, -0.566, 3.022], [6.830, -0.556, 2.728], [6.386, -0.358, 1.411], [5.019, -0.383, 1.114], [4.099, -0.592, 2.147], [4.534, -0.785, 3.468], [5.901, -0.757, 3.755], [2.716, -0.601, 1.870], [1.702, -0.805, 2.815], [0.524, -0.713, 2.160], [0.772, -0.458, 0.809], [2.109, -0.397, 0.670], [7.110, -0.188, 0.614], [4.671, -0.234, 0.090], [3.819, -0.947, 4.273], [6.239, -0.889, 4.782], [1.898, -1.018, 3.850], [-0.482, -0.806, 2.517], [2.642, -0.223, -0.252]], "atomic_forces_ev_per_a": [[-0.5, -1.2, 0.5], [2.5, -2.5, -0.7], [-0.2, 0.3, 0.6], [0.6, 0.1, 0.4], [1.2, 8.5, 1.9], [-1.2, -1.2, -8.3], [-7.8, 3.2, 2.3], [-1.0, -5.8, -1.6], [0.6, 0.8, 5.5], [4.6, -2.0, -1.9], [4.4, -0.1, 0.9], [-4.8, 0.1, -1.0], [-0.2, 0.1, -0.4], [0.0, 0.1, -0.8], [0.5, 0.1, 0.1], [0.6, -0.1, 0.2], [0.6, 0.1, 0.0], [-0.8, -0.2, 0.8], [-1.0, -0.7, 3.3], [3.4, 0.0, -0.3], [-0.8, 0.3, -2.2], [1.3, 0.2, 0.7], [-2.3, 0.0, -0.7], [-0.3, -0.1, 0.1], [0.5, 0.0, 0.2], [0.5, 0.1, 0.0], [-0.2, 0.0, -0.2], [-0.1, 0.0, 0.1], [-0.1, -0.1, 0.4], [-0.1, 0.0, -0.1]], "charge": 4, "homo_energy_ha": [-0.783, -0.838], "max_force_ev_per_a": 8.8, "s_squared": 8.796, "e_lumo_ev": [-14.37, -18.58], "homo_lumo_gap_ev": [6.937, 4.227], "spin_multiplicity": 6, "relative_energy_kcal_mol": 46.67}

***

Entry 2:
{"formula": "C4H6CoO2", "method": "wB97M-V/def2-TZVPD", "species": ["O", "C", "C", "O", "C", "C", "Co", "H", "H", "H", "H", "H", "H"], "coordinates": [[-1.920, -0.889, 0.484], [-1.346, 0.193, 1.136], [-0.156, 0.849, 0.440], [1.093, 0.163, 0.552], [1.619, -0.457, -0.555], [0.884, -0.826, -1.624], [-1.056, -1.451, -1.023], [-1.018, -0.085, 2.159], [-2.093, 1.005, 1.268], [0.007, 1.838, 0.895], [2.698, -0.257, -0.588], [1.527, -1.172, -2.443], [-0.240, 1.088, -0.699]], "atomic_forces_ev_per_a": [[0.8, -0.7, -1.1], [0.0, 0.7, 0.7], [-0.5, 1.2, -2.0], [1.7, -1.6, -1.7], [0.2, 3.8, 2.8], [-1.6, -2.3, -0.6], [0.3, 0.7, 0.2], [-0.1, 0.0, -0.4], [0.3, -0.4, -0.2], [0.1, -0.4, 0.1], [-0.1, -1.1, 0.5], [-0.5, 0.4, -0.1], [-0.6, -0.4, 1.9]], "charge": 1, "homo_energy_ha": [-0.534, -0.523], "max_force_ev_per_a": 4.8, "s_squared": 6.018, "e_lumo_ev": [-4.84, -8.00], "homo_lumo_gap_ev": [9.691, 6.242], "spin_multiplicity": 5, "relative_energy_kcal_mol": 0.00}